{"formula": "C2H2NO3", "method": "ωB97M-V/def2-TZVPD", "smiles": "O=C([O-])[C@H]1NO1", "e_above_lowest_kcal_mol": 91.9, "gap_ev": 8.33, "charge": -1, "elements": ["C", "C", "N", "O", "O", "O", "H", "H"], "xyz": [[0.53, -1.04, -0.56], [-0.39, 0.09, 0.07], [0.26, 1.24, 0.56], [0.82, -1.88, 0.28], [0.96, -0.91, -1.68], [-0.50, 1.26, -0.66], [-1.35, -0.24, 0.62], [-0.34, 1.48, 1.36]]}

{"formula": "C2H2NO3", "method": "ωB97M-V/def2-TZVPD", "e_above_lowest_kcal_mol": 31.9, "gap_ev": 9.13, "charge": -1, "elements": ["O", "C", "N", "C", "O", "O", "H", "H"], "xyz": [[-2.17, -0.98, -0.50], [-0.92, -0.80, -0.23], [-0.44, 0.15, 0.53], [1.33, 0.62, 0.23], [2.09, -0.29, -0.10], [1.31, 1.84, 0.09], [-0.39, -1.72, -0.57], [-0.81, 1.18, 0.56]]}

{"formula": "C2H2NO3P", "method": "ωB97M-V/def2-TZVPD", "e_above_lowest_kcal_mol": 7.2, "gap_ev": 7.89, "charge": -2, "elements": ["C", "C", "N", "O", "O", "O", "P", "H", "H"], "xyz": [[-1.78, -1.18, 1.59], [0.56, -0.32, -0.28], [-2.44, -1.18, 2.60], [3.29, -0.76, -0.52], [2.19, 0.54, -2.42], [1.23, 0.86, 0.00], [2.12, -0.05, -1.05], [0.49, -0.84, 0.63], [-0.24, -0.16, -0.93]]}

{"formula": "C2H2NO4", "method": "ωB97M-V/def2-TZVPD", "e_above_lowest_kcal_mol": 117.7, "gap_ev": [5.67, 6.71], "charge": -1, "elements": ["C", "C", "N", "O", "O", "O", "O", "H", "H"], "xyz": [[-0.26, 0.06, 0.85], [0.63, -0.57, -0.09], [-2.43, 0.63, -0.45], [-1.34, 0.95, -0.81], [-1.32, -0.41, 1.29], [0.54, -1.64, -0.68], [1.78, 0.20, -0.32], [0.13, 1.04, 1.21], [2.28, -0.26, -1.01]]}

{"formula": "C2H2NO4S2", "method": "ωB97M-V/def2-TZVPD", "e_above_lowest_kcal_mol": 69.6, "gap_ev": [6.83, 6.83], "charge": -1, "elements": ["C", "C", "N", "O", "O", "O", "O", "S", "S", "H", "H"], "xyz": [[-2.54, -0.52, 0.21], [2.11, -0.23, 0.24], [0.31, -1.08, 0.69], [-2.60, 0.29, -0.63], [-2.70, -1.29, 1.04], [-0.21, -1.43, -0.53], [-0.35, 0.07, 1.14], [2.16, 1.38, 0.39], [3.14, -1.42, 0.00], [0.24, 0.70, 1.61], [-0.37, -0.60, -1.00]]}

{"formula": "C2H2O2", "method": "ωB97M-V/def2-TZVPD", "e_above_lowest_kcal_mol": 54.7, "gap_ev": 9.61, "charge": 0, "elements": ["O", "C", "C", "O", "H", "H"], "xyz": [[0.23, 1.30, -1.31], [-0.23, 0.84, -0.32], [0.00, -1.16, 0.29], [0.56, 0.00, 0.53], [-1.25, 0.94, 0.08], [0.69, -1.91, 0.73]]}

{"formula": "C2H2O2P", "method": "ωB97M-V/def2-TZVPD", "spin_multiplicity": 3, "e_above_lowest_kcal_mol": 24.1, "gap_ev": [5.59, 5.98], "charge": -1, "elements": ["C", "C", "O", "O", "P", "H", "H"], "xyz": [[0.34, 0.17, -0.41], [-1.51, -0.30, 0.35], [-1.37, -1.29, 1.02], [-2.38, 0.47, 0.02], [1.53, 0.52, 0.69], [0.62, -0.09, -1.56], [2.78, 0.52, -0.10]]}

{"formula": "C2H2O2Ru", "method": "ωB97M-V/def2-TZVPD", "spin_multiplicity": 7, "e_above_lowest_kcal_mol": 89.6, "gap_ev": [9.41, 7.05], "charge": 2, "elements": ["C", "C", "O", "Ru", "H", "O", "H"], "xyz": [[0.14, 0.23, 0.97], [-0.68, -0.75, 0.78], [-0.68, -0.98, -1.38], [0.53, 0.36, -1.95], [-1.29, -1.45, 1.34], [0.82, 0.87, -0.03], [1.17, 1.72, 0.26]]}

{"formula": "C2H2O2S", "method": "ωB97M-V/def2-TZVPD", "e_above_lowest_kcal_mol": 89.4, "gap_ev": 9.36, "charge": 0, "elements": ["C", "C", "O", "O", "S", "H", "H"], "xyz": [[-1.11, 0.19, 0.13], [-2.27, 1.05, 0.56], [-2.07, 0.86, -0.69], [0.14, 0.62, -0.01], [-0.89, -1.68, 0.27], [0.27, 1.63, 0.25], [0.36, -1.34, 0.07]]}

{"formula": "C2H2O2S", "method": "ωB97M-V/def2-TZVPD", "smiles": "O=CC(=O)S", "e_above_lowest_kcal_mol": 12.6, "gap_ev": 9.31, "charge": 0, "elements": ["C", "C", "H", "H", "O", "O", "S"], "xyz": [[-0.60, 0.51, 0.05], [0.97, 0.19, 0.13], [-0.67, -1.65, -0.19], [1.59, 1.06, 0.28], [-1.03, 1.67, -0.13], [1.45, -0.91, -0.14], [-1.72, -0.88, 0.01]]}

{"formula": "C2H2O2S2", "method": "ωB97M-V/def2-TZVPD", "smiles": "O=S(=O)=C1CS1", "e_above_lowest_kcal_mol": 83.5, "gap_ev": [7.57, 7.57], "charge": 0, "elements": ["C", "C", "O", "O", "S", "S", "H", "H"], "xyz": [[-0.10, 0.51, 0.31], [0.52, 1.09, -0.88], [-1.61, -1.74, 1.34], [0.83, -1.98, 1.55], [-1.27, 1.26, -0.62], [-0.30, -1.61, 0.75], [1.10, 2.00, -0.75], [0.84, 0.48, -1.71]]}

{"formula": "C2H2O2S2", "method": "ωB97M-V/def2-TZVPD", "e_above_lowest_kcal_mol": 50.9, "gap_ev": 7.69, "charge": 0, "elements": ["C", "C", "O", "O", "S", "S", "H", "H"], "xyz": [[1.01, 0.69, 0.13], [0.31, 1.69, 0.42], [-0.62, -1.63, 0.74], [1.53, -0.18, -0.41], [-0.38, -2.11, -0.66], [-1.94, -2.48, -1.65], [0.39, 2.75, 0.18], [-0.30, 1.28, 1.24]]}

{"formula": "C2H2O2S2", "method": "ωB97M-V/def2-TZVPD", "smiles": "O=C(S)C(=O)S", "e_above_lowest_kcal_mol": 3.5, "gap_ev": 9.42, "charge": 0, "elements": ["C", "C", "H", "H", "O", "O", "S", "S"], "xyz": [[-0.20, 0.03, -0.76], [0.23, -0.06, 0.74], [-1.19, 1.39, -2.44], [1.03, -1.24, 2.43], [-0.10, -0.97, -1.44], [0.19, 0.87, 1.47], [-0.76, 1.63, -1.17], [0.81, -1.65, 1.17]]}

{"formula": "C2H2O2S3", "method": "ωB97M-V/def2-TZVPD", "e_above_lowest_kcal_mol": 95.3, "gap_ev": [7.35, 6.52], "charge": 0, "elements": ["C", "C", "O", "O", "S", "S", "S", "H", "H"], "xyz": [[1.20, 1.45, 0.35], [-1.64, -0.42, -0.54], [3.38, 0.46, 0.17], [-1.30, -2.95, 0.12], [1.97, 0.13, -0.06], [-1.17, -1.62, 0.64], [-1.34, 1.21, -0.19], [1.08, 2.28, 0.91], [-2.18, -0.54, -1.40]]}

{"formula": "C2H2O2Zn", "method": "ωB97M-V/def2-TZVPD", "spin_multiplicity": 2, "e_above_lowest_kcal_mol": 45.3, "gap_ev": [5.82, 5.37], "charge": -1, "elements": ["H", "C", "C", "H", "O", "O", "Zn"], "xyz": [[1.51, 1.05, -1.34], [0.49, 1.33, -0.96], [-0.65, 1.63, -0.63], [-1.68, 1.85, -0.45], [0.66, -1.48, 0.51], [0.66, -2.62, 1.49], [-0.99, -1.76, 1.38]]}

{"formula": "C2H2O2Zn", "method": "ωB97M-V/def2-TZVPD", "e_above_lowest_kcal_mol": 0.0, "gap_ev": [8.57, 5.55], "charge": 0, "elements": ["H", "O", "C", "C", "O", "H", "Zn"], "xyz": [[-1.45, 0.30, -0.94], [1.02, -0.97, 0.53], [-0.28, -0.67, 0.28], [-0.62, 0.56, -0.20], [0.35, 1.43, -0.55], [-1.06, -1.31, 0.73], [2.03, 0.66, 0.14]]}

{"formula": "C2H2O3", "method": "ωB97M-V/def2-TZVPD", "e_above_lowest_kcal_mol": 102.0, "gap_ev": 11.15, "charge": 0, "elements": ["C", "C", "O", "O", "O", "H", "H"], "xyz": [[-0.06, -1.87, -1.82], [0.02, 0.76, 1.14], [-0.59, -2.22, -2.77], [-0.20, 0.92, -0.19], [1.07, 1.08, 0.28], [-0.12, 1.62, 1.90], [-0.12, -0.29, 1.46]]}

{"formula": "C2H2O3", "method": "ωB97M-V/def2-TZVPD", "e_above_lowest_kcal_mol": 65.1, "gap_ev": 9.13, "charge": 0, "elements": ["C", "C", "O", "O", "O", "H", "H"], "xyz": [[2.06, -0.55, -0.52], [-0.97, -0.13, 0.32], [1.68, -1.51, 0.04], [2.40, 0.41, -1.05], [-2.11, 0.28, -0.09], [-0.62, 0.44, 1.14], [-2.45, 1.05, 0.16]]}

{"formula": "C2H2O3S", "method": "ωB97M-V/def2-TZVPD", "e_above_lowest_kcal_mol": 110.3, "gap_ev": [6.73, 6.74], "charge": 0, "elements": ["C", "C", "O", "O", "O", "S", "H", "H"], "xyz": [[-2.68, -1.06, 0.09], [-0.04, 0.04, 0.07], [-1.29, 0.02, 0.23], [-3.61, -0.28, 0.06], [-2.34, -2.17, 0.04], [-3.35, 1.39, -0.10], [0.45, -0.07, -0.89], [0.53, 0.47, 0.90]]}

{"formula": "C2H2O3S", "method": "ωB97M-V/def2-TZVPD", "smiles": "O=C=O.O=CS", "e_above_lowest_kcal_mol": 6.1, "gap_ev": 10.72, "charge": 0, "elements": ["C", "C", "O", "O", "O", "S", "H", "H"], "xyz": [[-1.26, -2.13, 1.02], [1.27, 1.03, -0.34], [-1.21, -3.25, 0.76], [-1.37, -1.00, 1.19], [0.78, 0.64, 0.63], [0.34, 1.93, -1.60], [2.29, 0.81, -0.80], [-0.84, 1.97, -0.86]]}